Molecular formula: C33H44BN8O4S3Tl
Method: DFT, wB97M-V/def2-TZVPD

Structure (XYZ):
```
94
C33H44BN8O4S3Tl (wB97M-V/def2-TZVPD)
Tl -3.247 0.232 1.501
C -3.347 -0.426 -3.461
C -1.994 -0.160 -2.884
C -0.996 0.414 -3.611
C 0.282 0.642 -3.038
N 0.511 0.345 -1.791
N -0.472 -0.214 -1.060
B 0.120 -0.582 0.295
N -0.496 -1.581 1.245
N 0.520 -2.045 0.488
C 0.956 -3.275 0.529
C 0.308 -4.100 1.493
C -0.676 -3.642 2.319
C -1.343 -4.519 3.320
C -1.113 -2.260 2.197
S -2.309 -1.612 3.192
C 2.042 -3.775 -0.385
C 2.464 -2.695 -1.383
C 3.237 -4.201 0.486
C 1.502 -4.998 -1.149
N 0.990 0.473 0.960
N 2.305 0.223 0.910
C 3.130 1.027 1.527
C 2.626 2.083 2.326
C 1.288 2.348 2.375
C 0.732 3.448 3.224
C 0.435 1.521 1.589
S -1.210 1.985 1.403
C 4.620 0.758 1.360
C 5.470 1.763 2.140
C 4.956 0.872 -0.135
C 4.934 -0.663 1.846
C -1.699 -0.500 -1.527
S -2.892 -1.310 -0.582
C 1.413 1.207 -3.877
C 2.671 1.405 -3.034
C 1.706 0.194 -4.998
C 0.980 2.550 -4.483
H -3.404 -0.073 -4.488
H -4.123 0.063 -2.870
H -3.572 -1.494 -3.443
H -1.177 0.701 -4.639
H 0.608 -5.138 1.562
H -0.981 -5.541 3.254
H -2.425 -4.506 3.167
H -1.173 -4.144 4.333
H 2.778 -1.779 -0.880
H 1.644 -2.455 -2.066
H 3.298 -3.066 -1.980
H 3.642 -3.358 1.047
H 4.022 -4.591 -0.162
H 2.965 -4.988 1.192
H 0.578 -4.761 -1.682
H 1.318 -5.848 -0.490
H 2.247 -5.303 -1.883
H 3.300 2.678 2.925
H 1.531 3.963 3.751
H 0.031 3.043 3.956
H 0.185 4.172 2.620
H 5.279 2.790 1.821
H 6.523 1.554 1.951
H 5.311 1.684 3.218
H 4.736 1.873 -0.513
H 4.388 0.145 -0.716
H 6.020 0.680 -0.283
H 4.703 -0.778 2.907
H 5.995 -0.871 1.704
H 4.362 -1.393 1.274
H 3.023 0.451 -2.641
H 2.479 2.076 -2.194
H 3.459 1.838 -3.651
H 2.026 -0.765 -4.584
H 2.512 0.575 -5.627
H 0.838 0.023 -5.637
H 0.735 3.273 -3.701
H 0.117 2.451 -5.145
H 1.802 2.956 -5.073
C -3.811 4.317 1.267
C -4.903 3.313 1.341
N -4.789 1.989 1.432
C -6.060 1.460 1.500
C -6.956 2.482 1.445
N -6.206 3.621 1.348
C -8.448 2.636 1.467
O -9.160 1.548 1.569
O -8.888 3.755 1.389
C -6.291 -0.009 1.612
O -7.432 -0.441 1.656
O -5.224 -0.731 1.649
H -2.907 3.868 0.868
H -3.587 4.711 2.260
H -4.101 5.150 0.630
H -6.646 4.532 1.293
H -8.596 0.732 1.616
```

Calculated values
LUMO energy	-6.8	eV
multiplicity	1
frontier orbital gap	7.345	eV
charge	+2

=====

Molecular formula: C33H44BrClNO6SeW
Method: DFT, wB97M-V/def2-TZVPD

Structure (XYZ):
```
88
C33H44BrClNO6SeW (wB97M-V/def2-TZVPD)
W 11.578 11.148 11.515
C 6.176 16.866 10.893
C 7.031 16.733 12.166
C 6.244 16.017 13.321
C 7.483 18.109 12.637
C 8.176 15.859 11.706
C 8.801 14.998 12.586
C 9.609 13.957 12.052
Se 10.755 13.068 13.246
C 9.602 11.863 14.248
C 8.959 12.228 15.404
C 8.062 11.347 16.003
C 8.147 10.010 15.607
C 8.829 9.565 14.452
C 9.378 10.634 13.624
O 9.672 10.478 12.364
C 8.791 8.122 14.064
C 9.821 7.612 13.058
C 7.364 7.850 13.519
C 8.908 7.250 15.330
C 7.090 11.831 17.080
C 6.900 13.384 17.139
C 5.714 11.126 16.820
C 7.542 11.401 18.495
C 9.902 13.803 10.675
O 10.509 12.702 10.321
C 9.424 14.854 9.785
C 8.601 15.818 10.330
C 9.977 14.793 8.390
C 11.511 14.623 8.364
C 9.545 16.007 7.600
C 9.254 13.544 7.795
H 5.198 17.154 11.207
H 6.606 17.615 10.188
H 6.058 15.890 10.351
H 5.191 16.451 13.397
H 6.132 14.954 13.086
H 6.690 16.147 14.337
H 6.650 18.653 13.048
H 8.211 18.070 13.478
H 7.894 18.791 11.821
H 8.677 15.095 13.702
H 9.171 13.183 15.811
H 7.621 9.312 16.284
H 9.810 8.229 12.181
H 10.887 7.678 13.407
H 9.693 6.499 12.940
H 7.105 8.449 12.620
H 7.293 6.784 13.202
H 6.584 8.038 14.275
H 9.870 7.419 15.858
H 8.077 7.479 16.071
H 8.874 6.179 15.052
H 6.754 13.767 16.121
H 6.041 13.641 17.700
H 7.737 13.956 17.556
H 5.251 11.588 15.923
H 5.826 10.014 16.677
H 5.000 11.309 17.678
H 8.580 11.707 18.757
H 6.926 11.881 19.283
H 7.394 10.251 18.636
H 8.301 16.667 9.711
H 12.045 15.471 8.907
H 11.872 13.652 8.776
H 11.861 14.707 7.283
H 9.942 16.922 8.087
H 9.969 16.021 6.581
H 8.431 16.171 7.692
H 9.604 12.566 8.264
H 8.160 13.689 7.890
H 9.442 13.494 6.666
O 14.619 12.782 9.662
Cl 14.155 11.894 10.674
O 13.225 12.687 11.643
O 12.325 10.186 12.744
O 13.155 10.864 10.072
Br 8.395 10.490 9.720
C 9.949 9.598 9.255
C 9.800 8.830 8.108
C 10.769 7.891 7.785
C 11.759 7.675 8.700
C 11.767 8.368 9.877
N 11.019 9.568 10.016
H 8.875 8.848 7.539
H 10.654 7.321 6.838
H 12.486 6.882 8.535
H 12.269 8.022 10.781
```

Calculated values
LUMO energy (alpha / beta)	-3.5 / -5.9	eV
multiplicity	3
expectation value of S²	2.0313
frontier orbital gap (alpha / beta)	6.326 / 4.208	eV
charge	+1